# C33H65FN2O9

A 7-piece molecular cluster, C33H65FN2O9 overall in a non-equilibrium geometry (ωB97M-V with the def2-TZVPD basis set, the Open Molecules 2025 dataset).

Summary:
**Structure (SMILES)**: CC1(C)CCCC(C)(C)N1O.CC1(C)CCCC(C)(C)N1O.O=C1OC[C@@H](F)O1.CC(C)=O.CC(C)=O.CC(C)=O.CC(C)=O
**M**: 652.886 g mol⁻¹
**Max |F|**: 2.28 eV Å⁻¹
**Spin multiplicity**: 1
**Frontier orbital gap**: 7.92 eV
**Energy**: -59397.8427 eV
**HOMO energy**: -7.69 eV
**ΔE to the lowest compared entry with this formula, charge and spin**: 0.000 eV

Positions of all 110 atoms, in Å:
C1 5.58101 -19.31068 14.67171
C2 7.03351 -19.81511 14.67842
C3 7.92842 -18.55965 14.63650
C4 7.24943 -20.49695 16.00563
C5 8.52600 -21.33241 16.07782
C6 8.51414 -22.36364 14.93549
C7 8.22906 -21.77957 13.55306
C8 9.55905 -21.23594 13.02080
C9 7.71664 -22.91543 12.67107
N1 7.26616 -20.70362 13.57346
O1 6.92671 -20.21850 12.30677
H1 5.34528 -18.63985 13.84005
H2 4.87363 -20.14333 14.62636
H3 5.43713 -18.72229 15.57870
H4 7.60169 -17.79880 15.35156
H5 8.96755 -18.79948 14.88829
H6 7.98018 -18.08310 13.65499
H7 7.32944 -19.76329 16.81119
H8 6.41721 -21.17671 16.21343
H9 9.43208 -20.72087 16.10099
H10 8.52423 -21.87587 17.02541
H11 7.81065 -23.15384 15.21992
H12 9.51069 -22.81722 14.93116
H13 9.34902 -20.75302 12.06249
H14 10.30683 -22.01759 12.86561
H15 9.98779 -20.48924 13.68693
H16 8.46977 -23.69339 12.55966
H17 7.38915 -22.52766 11.70859
H18 6.83778 -23.33571 13.16668
H19 5.96122 -20.25012 12.29314
C10 11.60941 -22.28588 22.34105
C11 11.83048 -23.80856 22.31443
C12 10.46199 -24.45020 22.02736
C13 12.78978 -24.22326 21.20158
C14 14.22868 -23.89521 21.56321
C15 14.60856 -24.57372 22.87815
C16 13.67638 -24.23880 24.03654
C17 13.90363 -25.27343 25.13063
C18 14.03900 -22.84750 24.60862
N2 12.30068 -24.34381 23.58837
O2 11.40606 -24.03938 24.63405
H20 12.43036 -21.81963 21.77943
H21 10.68545 -21.94610 21.86117
H22 11.54000 -21.74192 23.28532
H23 9.73424 -24.15204 22.78090
H24 10.10185 -24.12091 21.05289
H25 10.57340 -25.53819 22.03296
H26 12.58557 -25.25086 20.89422
H27 12.52570 -23.64919 20.30215
H28 14.89244 -24.25828 20.77601
H29 14.34525 -22.81870 21.71773
H30 15.64046 -24.27006 23.08494
H31 14.66955 -25.66083 22.74647
H32 13.49189 -26.22419 24.77286
H33 13.35673 -25.06947 26.05017
H34 14.96440 -25.42677 25.32646
H35 13.34405 -22.61706 25.42006
H36 13.85914 -22.03148 23.90373
H37 15.07635 -22.87072 24.93336
H38 10.87352 -24.84027 24.69192
O3 17.73034 -21.71959 15.90793
C19 17.47024 -21.64012 17.04229
O4 16.38184 -22.15265 17.65243
C20 16.31748 -21.65525 18.98643
C21 17.77444 -21.27565 19.26508
F1 18.48918 -22.29447 19.88158
O5 18.29857 -21.09006 17.96156
H39 15.66456 -20.78933 19.10285
H40 15.96292 -22.42585 19.66734
H41 17.91524 -20.33932 19.80205
C22 9.02361 -14.61144 16.28670
C23 9.87476 -15.40194 17.24770
C24 9.34308 -15.67908 18.61932
O6 10.96462 -15.78856 16.92116
H42 9.63841 -14.11530 15.53953
H43 8.54350 -13.75690 16.77935
H44 8.25539 -15.26891 15.88069
H45 10.14358 -15.98125 19.29558
H46 8.72446 -16.58741 18.57783
H47 8.75157 -14.89305 19.08033
C25 14.09237 -21.62776 13.26098
C26 13.06448 -21.67195 14.34235
C27 12.83254 -23.00660 14.99678
O7 12.47720 -20.69692 14.69208
H48 15.10465 -21.32698 13.49259
H49 13.70304 -21.00602 12.44787
H50 14.19043 -22.61388 12.79152
H51 13.68268 -23.31755 15.60514
H52 12.74228 -23.74933 14.19815
H53 11.91021 -23.00876 15.57428
C28 6.69693 -22.81537 19.17148
C29 6.25787 -21.38622 19.38638
C30 7.32296 -20.50430 19.97413
O8 5.14329 -21.03389 19.15520
H54 7.77895 -22.91756 19.24456
H55 6.32387 -23.23745 18.23895
H56 6.24465 -23.43367 19.95487
H57 7.60918 -20.91491 20.94473
H58 6.93583 -19.50101 20.16539
H59 8.15819 -20.42876 19.28158
C31 10.80925 -19.25161 18.64864
C32 11.24910 -20.69369 18.71504
C33 12.72924 -20.95259 18.68360
O9 10.42530 -21.56358 18.74090
H60 9.86195 -19.10560 19.15671
H61 10.67546 -18.96013 17.60157
H62 11.59076 -18.61392 19.06793
H63 13.22021 -20.28174 17.97227
H64 12.94263 -21.97332 18.37114
H65 13.22006 -20.77903 19.64554

# C23H30MgN7

C23H30MgN7 as an isolated structure in a non-equilibrium geometry (ωB97M-V with the def2-TZVPD basis set, the Open Molecules 2025 dataset).

Summary:
**M**: 428.847 g mol⁻¹
**Total charge**: +1
**Max |F|**: 3.20 eV Å⁻¹
**Spin multiplicity**: 1
**Frontier orbital gap**: 6.31 eV
**Energy**: -40209.1341 eV
**HOMO energy**: -9.91 eV

Positions of all 61 atoms, in Å:
Mg1 1.18800 -0.37868 0.38735
C1 1.53090 0.10012 4.74895
C2 1.71350 0.35522 3.40895
N1 1.17610 -0.39538 2.42505
C3 0.40390 -1.47368 2.73455
C4 0.17540 -1.79288 4.09655
C5 0.74910 -0.99158 5.09455
C6 -0.61060 -2.89048 4.45695
C7 -1.18130 -3.68748 3.47665
C8 -0.97140 -3.39448 2.12665
C9 -1.55240 -4.20578 1.14115
C10 -1.35120 -3.92488 -0.20165
C11 -0.57100 -2.83528 -0.51525
N2 0.00170 -2.03538 0.40795
C12 -0.17850 -2.28708 1.73415
H1 1.98360 0.73242 5.50355
H2 2.31440 1.19432 3.07065
H3 0.59010 -1.21368 6.14705
H4 -0.78410 -3.13288 5.50315
H5 -1.79040 -4.53818 3.77475
H6 -2.16520 -5.06158 1.41425
H7 -1.79050 -4.53828 -0.97925
H8 -0.37410 -2.56028 -1.54735
C13 0.44020 0.86122 -4.78415
C14 1.18800 -0.37868 -4.27515
C15 2.63570 -0.35108 -4.78415
C16 0.48810 -1.64628 -4.78415
C17 1.18800 -0.37868 -2.79565
N3 1.18800 -0.37868 -1.63505
H9 0.42190 0.89172 -5.87945
H10 0.91400 1.78542 -4.43185
H11 -0.59820 0.87352 -4.43185
H12 2.67130 -0.35038 -5.87945
H13 3.19920 -1.22338 -4.43185
H14 3.16550 0.54212 -4.43185
H15 0.47090 -1.67738 -5.87945
H16 -0.54910 -1.69808 -4.43185
H17 0.99670 -2.55158 -4.43185
C18 0.77900 2.49742 0.11585
N4 -0.02300 1.31252 0.38735
C19 -1.04680 1.18462 -0.64035
N5 -1.90170 2.36352 -0.64895
C20 -1.08660 3.54102 -0.91325
N6 -0.06310 3.68552 0.11255
C21 -0.70670 3.81672 1.41235
N7 -1.51910 2.64122 1.69295
C22 -0.66680 1.46032 1.68515
C23 -2.53240 2.50392 0.65605
H18 1.30370 2.39512 -0.84395
H19 1.58190 2.59702 0.85895
H20 -1.64430 0.27722 -0.47725
H21 -0.58560 1.03662 -1.62645
H22 -1.71470 4.44122 -0.95955
H23 -0.62690 3.47512 -1.90885
H24 -1.32150 4.72652 1.44705
H25 0.04460 3.96232 2.20055
H26 -1.25110 0.56262 1.92925
H27 0.08580 1.52382 2.48295
H28 -3.21090 3.36802 0.66445
H29 -3.18170 1.64252 0.86435
H30 2.96160 -0.37868 0.38735